Version one
Density functional theory data (ωB97M-V with the def2-TZVPD basis set) for a 2-piece molecular cluster, C3H11O overall.

XYZ file:
```
15
Properties=species:S:1:pos:R:3
O 2.822 0.230 0.533
H 2.297 -0.594 0.615
H 3.657 0.169 1.038
H 2.188 0.983 0.530
C -0.298 0.517 0.449
C -1.666 0.240 -0.177
C -1.678 -1.032 -1.004
H 0.259 1.094 -0.314
H -0.406 1.245 1.258
H 0.231 -0.358 0.842
H -2.431 0.228 0.585
H -1.841 1.078 -0.849
H -2.641 -1.145 -1.508
H -1.542 -1.956 -0.454
H -0.929 -1.032 -1.803
```

Properties
Total charge: +1
Molar mass, g mol⁻¹: 63.12

***

Version two
Density functional theory data (ωB97M-V with the def2-TZVPD basis set) for a 2-piece molecular cluster, C3H11O overall.

XYZ file:
```
15
Properties=species:S:1:pos:R:3
O 2.566 1.269 -0.196
H 3.471 1.617 0.061
H 2.691 1.234 -1.179
H 1.810 0.827 0.340
C -0.020 0.060 0.807
C -1.513 -0.098 -0.004
C -1.776 -1.495 -0.608
H -0.247 -0.442 1.776
H 0.049 1.174 1.136
H 0.881 -0.438 0.402
H -1.632 0.675 -0.721
H -2.199 -0.012 0.847
H -2.785 -1.612 -1.066
H -1.046 -1.783 -1.414
H -1.667 -2.203 0.216
```

Properties
Total charge: +1
Molar mass, g mol⁻¹: 63.12

***

Going by the computed energies, the most stable comes first: version one, version two.

***

Version one
Density functional theory data (ωB97M-V with the def2-TZVPD basis set) for a 2-piece molecular cluster, C3H8NO overall.

XYZ file:
```
13
Properties=species:S:1:pos:R:3
C -2.547 1.178 0.077
O -1.270 1.225 0.687
H -2.531 0.571 -0.897
H -2.926 2.273 -0.031
H -3.285 0.600 0.670
C 1.640 -1.791 0.113
C 1.464 0.589 -0.400
N 2.248 -0.479 -0.247
H 0.922 -1.694 0.923
H 1.079 -2.267 -0.794
H 2.410 -2.495 0.394
H 2.176 1.511 -0.728
H 0.621 0.778 0.233
```

Properties
Molar mass, g mol⁻¹: 74.10
2S+1: 2

***

Version two
Density functional theory data (ωB97M-V with the def2-TZVPD basis set) for C3H8NO as an isolated structure.

XYZ file:
```
13
Properties=species:S:1:pos:R:3
C 0.773 0.136 0.191
N 2.262 0.170 -0.234
C -0.218 -0.379 -0.916
C -0.419 -1.031 0.396
O -1.235 -0.621 1.267
H 1.663 -0.377 0.750
H -2.362 2.416 0.308
H 0.529 1.125 0.528
H 2.591 -0.785 -0.450
H 0.214 -0.987 -1.699
H -0.870 0.399 -1.287
H -2.894 1.987 0.668
H -0.033 -2.053 0.476
```

Properties
Molar mass, g mol⁻¹: 74.10
2S+1: 2

***

Going by the computed energies, the most stable comes first: version one, version two.

***

Version one
Density functional theory data (ωB97M-V with the def2-TZVPD basis set) for a 2-piece molecular cluster, C2H8N2 overall.

XYZ file:
```
12
Properties=species:S:1:pos:R:3
C -3.146 0.798 -3.696
N -2.024 1.541 -3.134
H -3.781 0.424 -2.874
H -2.831 -0.135 -4.167
H -3.768 1.359 -4.391
H -2.076 2.507 -3.417
H -1.137 1.093 -3.308
C 4.048 -1.739 5.223
N 3.682 -0.894 4.343
H 4.764 -2.506 4.931
H 3.601 -1.754 6.217
H 2.668 -0.694 4.273
```

Properties
Total charge: +1
Molar mass, g mol⁻¹: 60.10
2S+1: 2

***

Version two
Density functional theory data (ωB97M-V with the def2-TZVPD basis set) for a 2-piece molecular cluster, C2H8N2 overall.

XYZ file:
```
12
Properties=species:S:1:pos:R:3
N 1.382 -3.249 1.698
H 0.674 -3.025 2.408
H 1.642 -2.313 1.432
H 0.850 -3.867 1.104
C -0.881 2.619 -0.404
C -0.181 1.410 -0.475
N -0.144 0.550 -1.489
H -1.798 2.802 -0.945
H -0.430 3.525 -0.001
H 0.139 0.878 0.433
H -0.555 0.984 -2.322
H -0.698 -0.313 -1.440
```

Properties
Total charge: +1
Molar mass, g mol⁻¹: 60.10
2S+1: 2

***

Version three
Density functional theory data (ωB97M-V with the def2-TZVPD basis set) for a 2-piece molecular cluster, C2H8N2 overall.

XYZ file:
```
12
Properties=species:S:1:pos:R:3
C -2.293 0.786 -0.587
H -1.987 -0.240 -0.768
H -1.409 1.422 -0.572
H -2.998 1.072 -1.359
H -2.844 0.834 0.345
N 1.636 0.449 0.654
C 1.610 -0.774 0.128
N 1.090 -1.745 0.855
H 2.150 1.139 0.107
H 1.750 0.557 1.665
H 2.070 -0.844 -0.854
H 1.226 -2.656 0.386
```

Properties
Total charge: +1
Molar mass, g mol⁻¹: 60.10
2S+1: 2

***

Going by the computed energies, the most stable comes first: version three, version two, version one.

***

Version one
Density functional theory data (ωB97M-V with the def2-TZVPD basis set) for a 3-piece molecular cluster, C3H9O4 overall.

XYZ file:
```
16
Properties=species:S:1:pos:R:3
O -0.875 -1.431 0.769
C -0.075 -0.552 0.446
O 0.975 -0.727 -0.167
C -0.227 0.862 0.957
C -1.703 1.307 1.153
H 0.398 1.048 1.809
H 0.336 1.483 0.268
H -2.175 0.560 1.802
H -1.808 2.333 1.725
H -2.211 1.302 0.110
H -0.650 -2.549 -0.457
H 0.400 -2.142 -1.253
O -0.278 -2.984 -1.272
H 2.931 1.216 -1.961
H 2.162 -0.110 -1.677
O 2.799 0.384 -2.251
```

Properties
Total charge: -1
Molar mass, g mol⁻¹: 109.10

***

Version two
Density functional theory data (ωB97M-V with the def2-TZVPD basis set) for a 3-piece molecular cluster, C3H9O4 overall.

XYZ file:
```
16
Properties=species:S:1:pos:R:3
O 0.190 0.541 -0.396
C -0.529 -0.477 -0.635
O -1.549 -0.514 -1.338
C 0.109 -1.797 -0.056
C -0.348 -1.864 1.438
H -0.013 -2.649 -0.723
H 1.130 -1.456 -0.158
H 0.586 -1.980 1.976
H -0.754 -0.907 1.653
H -1.032 -2.735 1.577
H 2.153 1.995 0.068
H 1.314 2.197 -1.146
O 2.066 2.600 -0.674
H -0.431 2.482 -0.167
H -1.547 1.927 -1.023
O -1.346 2.635 -0.394
```

Properties
Total charge: -1
Molar mass, g mol⁻¹: 109.10

***

Going by the computed energies, the most stable comes first: version two, version one.

***

Version one
Density functional theory data (ωB97M-V with the def2-TZVPD basis set) for a 2-piece molecular cluster, C2H6OS overall.

XYZ file:
```
10
Properties=species:S:1:pos:R:3
S -0.390 -1.909 -0.729
H 0.769 -1.411 -0.264
H -1.037 -0.912 -0.054
O -0.947 1.047 0.919
C 0.339 1.138 0.942
C 1.140 1.891 -0.114
H 0.988 0.522 1.574
H 1.992 2.415 0.331
H 0.487 2.554 -0.684
H 1.594 1.184 -0.844
```

Properties
Total charge: -1
Molar mass, g mol⁻¹: 78.14
2S+1: 2

***

Version two
Density functional theory data (ωB97M-V with the def2-TZVPD basis set) for a 2-piece molecular cluster, C2H6OS overall.

XYZ file:
```
10
Properties=species:S:1:pos:R:3
C -0.883 0.962 -0.386
S -2.263 2.177 -0.220
H -1.374 0.447 -1.205
H 0.002 1.414 -0.802
H -0.658 0.386 0.534
H -3.483 2.181 0.381
O 1.093 -1.361 0.067
C 2.198 -1.830 0.402
H 2.465 -2.911 0.051
H 2.901 -1.464 1.177
```

Properties
Total charge: -1
Molar mass, g mol⁻¹: 78.14
2S+1: 2

***

Going by the computed energies, the most stable comes first: version one, version two.

***

Version one
Density functional theory data (ωB97M-V with the def2-TZVPD basis set) for one molecule with the formula C19H32N2O5.

XYZ file:
```
58
Properties=species:S:1:pos:R:3
C -2.160 -0.495 -0.262
C -2.502 -1.620 -1.244
O -2.510 -1.165 -2.594
C -1.252 -0.859 -3.189
C -1.282 -1.240 -4.674
C -0.549 0.080 -4.969
C -1.118 0.604 -3.625
C -0.111 1.365 -2.754
O 1.100 1.193 -2.868
N -0.635 2.122 -1.783
C 0.112 2.848 -0.750
C 1.147 2.011 0.035
C 1.031 2.398 1.537
C 0.576 1.169 2.360
O -0.600 1.010 2.675
N 1.545 0.313 2.715
C 1.341 -0.973 3.373
C 0.481 -1.998 2.603
C 0.977 -2.309 1.178
O 1.274 -3.695 1.079
C 1.664 -4.100 -0.225
C 2.365 -1.405 4.393
C 1.024 -0.878 4.850
C 0.006 3.563 1.579
C -0.847 3.400 0.325
O -1.608 4.538 -0.031
H -2.287 -0.824 0.770
H -1.128 -0.170 -0.370
H -2.806 0.369 -0.414
H -1.831 -2.472 -1.123
H -3.504 -1.988 -1.022
H -0.444 -1.308 -2.601
H -0.744 -2.153 -4.931
H -2.289 -1.282 -5.094
H 0.536 -0.059 -5.001
H -0.875 0.612 -5.864
H -2.083 1.106 -3.681
H -1.637 2.234 -1.765
H 0.623 3.724 -1.159
H 0.950 0.948 -0.128
H 2.148 2.183 -0.362
H 1.981 2.736 1.954
H 2.419 0.415 2.229
H 0.404 -2.924 3.174
H -0.541 -1.624 2.542
H 0.206 -2.038 0.455
H 1.865 -1.725 0.929
H 1.879 -5.169 -0.225
H 0.872 -3.921 -0.954
H 2.566 -3.580 -0.554
H 2.582 -2.470 4.482
H 3.254 -0.791 4.537
H 0.953 0.113 5.299
H 0.288 -1.564 5.271
H -0.615 3.577 2.478
H 0.515 4.527 1.568
H -1.578 2.618 0.547
H -1.153 5.025 -0.720
```

Properties
Molar mass, g mol⁻¹: 368.47

***

Version two
Density functional theory data (ωB97M-V with the def2-TZVPD basis set) for one molecule with the formula C19H32N2O5.

XYZ file:
```
58
Properties=species:S:1:pos:R:3
C 0.895 -2.522 0.054
C 0.463 -3.267 -1.193
O -0.942 -3.153 -1.409
C -1.321 -1.986 -2.090
C -1.701 -2.061 -3.582
C -2.873 -1.097 -3.268
C -2.748 -1.499 -1.788
C -2.848 -0.452 -0.709
O -3.221 0.695 -0.907
N -2.407 -0.880 0.497
C -2.232 0.010 1.625
C -1.343 1.234 1.336
C -0.407 1.388 2.573
C 1.014 1.023 2.169
O 1.516 -0.064 2.394
N 1.681 2.008 1.500
C 2.933 1.751 0.838
C 2.860 0.887 -0.402
C 2.038 1.498 -1.526
O 0.688 1.092 -1.394
C -0.155 1.720 -2.339
C 3.922 2.881 0.879
C 4.133 1.651 1.723
C -0.962 0.419 3.618
C -1.541 -0.713 2.781
O -2.369 -1.630 3.469
H 1.975 -2.595 0.199
H 0.637 -1.463 -0.008
H 0.410 -2.943 0.936
H 1.004 -2.904 -2.075
H 0.667 -4.334 -1.099
H -0.602 -1.178 -1.907
H -0.960 -1.752 -4.319
H -2.061 -3.063 -3.820
H -2.607 -0.051 -3.407
H -3.826 -1.288 -3.755
H -3.371 -2.364 -1.551
H -2.086 -1.833 0.581
H -3.217 0.351 1.969
H -0.763 1.069 0.428
H -1.948 2.122 1.171
H -0.404 2.417 2.937
H 1.144 2.805 1.196
H 3.880 0.722 -0.757
H 2.448 -0.090 -0.145
H 2.103 2.596 -1.501
H 2.417 1.173 -2.504
H -1.182 1.445 -2.106
H -0.061 2.812 -2.284
H 0.093 1.403 -3.360
H 4.551 3.023 0.011
H 3.626 3.790 1.384
H 3.963 1.731 2.786
H 4.908 0.955 1.433
H -0.207 0.067 4.318
H -1.768 0.901 4.182
H -0.712 -1.305 2.386
H -3.124 -1.151 3.828
```

Properties
Molar mass, g mol⁻¹: 368.47

***

Going by the computed energies, the most stable comes first: version two, version one.